# 1
Density functional theory data (ωB97M-V with the def2-TZVPD basis set) for C10H8O3 in the gas phase in a non-equilibrium geometry.

## Properties
Energy relative to the best compared isomer or geometry (same formula, charge and spin) (kJ/mol): 389.3
HOMO level (eV): -6.714
HOMO-LUMO gap (eV): 7.369
E_LUMO (hartree): 0.02409
Strongest force on any atom (hartree/bohr): 0.0686
SMILES string: O=C=c1ccccc1=C1OCCO1

```
! RIJCOSX wB97M-V def2-TZVPD def2/J DEFGRID3
* xyz 0 1
H 1.015 1.733 -3.378
H -0.446 -3.866 0.040
C -0.280 2.827 -0.506
H 0.869 -3.594 1.141
C -0.066 1.605 1.640
C 0.874 1.651 -2.339
C 0.035 -0.827 0.313
O -0.563 -0.939 1.601
O 0.071 1.349 2.752
C 0.269 0.356 -0.308
C -0.014 -3.052 0.717
C 0.814 0.539 -1.633
H -0.818 3.798 -0.194
H -1.980 -2.484 1.574
H -0.664 -2.544 2.926
C 0.260 2.849 -1.772
O 0.466 -2.027 -0.213
H 0.194 3.667 -2.423
C -0.106 1.682 0.360
C -0.882 -2.349 1.735
H 0.953 -0.376 -2.033
*
```

Here are the Löwdin charges for atoms 1 to 5, given in e: number 1, H, carries 0.089; number 2, H, carries 0.144; number 3, C, carries -0.045; number 4, H, carries 0.128; number 5, C, carries -0.150

---

# 2
Density functional theory data (ωB97M-V with the def2-TZVPD basis set) for an isolated ion of composition C10H9Cl2N2O and charge +1 in a non-equilibrium geometry.

## Properties
Energy relative to the best compared isomer or geometry (same formula, charge and spin) (kJ/mol): 0.0
HOMO level (eV): -12.571
HOMO-LUMO gap (eV): 6.869
E_LUMO (hartree): -0.20953
Strongest force on any atom (hartree/bohr): 0.0826
SMILES string: O[C@]1(c2ccccc2)C(Cl)=NC=[NH+][C@@H]1Cl

```
! RIJCOSX wB97M-V def2-TZVPD def2/J DEFGRID3
* xyz 1 1
H 4.586 0.345 0.161
H 3.368 -1.646 1.132
H 0.598 -1.092 -2.027
H 0.953 -0.977 1.648
C 3.455 0.241 0.355
Cl 0.788 2.900 -0.215
H -3.543 -0.922 -1.663
C -1.539 -0.364 -1.194
C -2.904 -0.415 -0.983
C -2.597 0.754 1.163
C -3.456 0.278 0.131
H -3.171 1.351 1.866
O 1.155 -0.206 -1.812
C 1.490 1.363 -0.147
C -1.284 0.588 1.011
C -0.697 0.164 -0.220
Cl 1.104 -2.598 -0.101
H -0.579 1.104 1.619
C 1.442 -1.078 0.642
H -4.424 0.615 0.170
N 2.873 -0.847 0.798
N 2.770 1.335 0.087
H -1.182 -0.958 -2.009
C 0.794 0.066 -0.412
*
```

Here are the Löwdin charges for atoms 1 to 5, given in e: number 1, H, carries 0.197; number 2, H, carries 0.151; number 3, H, carries 0.131; number 4, H, carries 0.145; number 5, C, carries -0.064